Density functional theory data (wB97M-V/def2-TZVPD) for a cluster of 2 separate species, C2H5F3N3OP in total at a distorted geometry.

Calculated values
Energy relative to the best compared isomer or geometry (same formula, charge and spin) in kJ/mol: 123.13
Lowest unoccupied orbital energy (alpha / beta) in eV: -1.0 / -1.0
HOMO energy (alpha / beta) in eV: -9.860 / -9.862
2S+1: 1
Electronic energy in eV: -26111.5413

Each line ends with the Löwdin charge.
Atoms and positions in Å:
C  -1.1054  -0.7895  -0.2105  -0.48
C  -1.4960  0.7048  -0.1350  -0.61
N  1.5378  -0.3380  -0.6416  -0.17
N  -2.1697  -1.5322  0.4161  0.10
N  3.4772  1.1006  -0.0571  -0.23
O  0.0563  -1.0678  0.4383  -0.18
F  -2.5959  0.9520  -0.8633  0.14
F  -1.7607  1.1032  1.1183  0.13
F  -0.5426  1.5272  -0.5944  0.10
P  2.0693  0.4832  0.5651  0.79
H  -1.0623  -1.0498  -1.2832  0.16
H  -2.2818  -1.2444  1.3840  0.09
H  -1.9469  -2.5202  0.4007  0.09
H  3.7838  0.9183  -1.0002  0.04
H  4.0370  1.7527  0.4629  0.03

Cartesian forces, eV/Å:
C -1.0 0.4 -0.9
C -0.3 0.1 -0.2
N -3.0 -2.2 0.4
N 0.1 0.0 0.1
N -0.2 -0.2 -0.2
O 3.6 1.2 -1.1
F 0.0 -0.1 -0.1
F 0.0 -0.2 0.3
F 0.1 0.0 -0.1
P 0.6 0.8 1.5
H 0.0 0.1 0.3
H 0.1 0.0 -0.1
H 0.0 0.0 0.0
H 0.1 0.0 0.0
H 0.0 0.0 0.1

***

Density functional theory data (wB97M-V/def2-TZVPD) for a structure of composition C2H5F5Nb at a distorted geometry.

Calculated values
Lowest unoccupied orbital energy in eV: 1.7
HOMO energy in eV: -5.565
2S+1: 1
Electronic energy in eV: -17284.8674
Charge: -1

Each line ends with the Löwdin charge.
Atoms and positions in Å:
F  3.1183  -0.0689  0.0241  -0.03
C  1.7511  0.4701  0.3747  -0.23
F  1.6454  0.3542  1.8520  -0.02
F  1.7646  1.9092  -0.0846  -0.02
C  0.6790  -0.4467  -0.4598  -0.43
F  0.8834  -0.1160  -1.9190  -0.15
F  1.1061  -1.8802  -0.2509  -0.13
Nb  -1.5128  -0.0838  0.0377  0.97
H  -1.5459  -1.3773  1.3337  -0.19
H  -1.1605  1.1195  1.3412  -0.19
H  -1.5009  1.2709  -1.2124  -0.17
H  -1.9265  -1.3349  -1.2538  -0.18
H  -3.3012  0.1839  0.2171  -0.22

Cartesian forces, eV/Å:
F -3.6 2.0 1.4
C 2.9 0.1 -0.3
F 0.3 0.8 -5.1
F -0.2 -4.8 2.0
C 2.1 -0.7 -1.5
F 0.3 -1.0 3.5
F -0.6 3.6 -0.6
Nb -1.4 -0.3 -0.3
H 0.1 0.0 0.5
H 0.1 0.3 0.5
H 0.0 0.4 0.2
H -0.1 -0.3 0.0
H 0.0 0.0 -0.4

***

Density functional theory data (wB97M-V/def2-TZVPD) for a cluster of 3 separate species, C2H5FN2 in total at a distorted geometry.

Calculated values
Energy relative to the best compared isomer or geometry (same formula, charge and spin) in kJ/mol: 402.38
Lowest unoccupied orbital energy in eV: 0.5
HOMO energy in eV: -11.249
2S+1: 1
SMILES: [H][H].C=NF.C#N
Electronic energy in eV: -7848.1853

Each line ends with the Löwdin charge.
Atoms and positions in Å:
C  0.7616  -0.3879  1.8633  -0.12
C  -0.6231  1.0825  -0.3203  -0.03
N  1.3271  -0.9481  1.0339  0.07
N  -0.9902  1.0048  0.8678  -0.02
F  -0.5710  2.1868  1.5819  -0.13
H  0.2683  -0.0935  2.7199  0.04
H  3.9725  2.1777  0.2081  0.00
H  -0.2382  2.0278  -0.7601  0.11
H  3.8102  2.6609  -0.3328  0.00
H  -0.5549  0.2327  -0.9273  0.07

Cartesian forces, eV/Å:
C 1.5 -1.9 -1.0
C 0.8 2.7 -0.5
N -0.1 0.5 0.3
N 0.0 0.2 0.8
F -0.8 -0.3 -0.7
H -0.7 0.8 1.1
H 0.0 0.0 0.0
H 0.0 -0.6 0.5
H 0.0 0.0 0.0
H -0.7 -1.4 -0.6

***

Density functional theory data (wB97M-V/def2-TZVPD) for the molecule C2H5FN2 at a distorted geometry.

Calculated values
Energy relative to the best compared isomer or geometry (same formula, charge and spin) in kJ/mol: 150.50
Lowest unoccupied orbital energy in eV: 1.0
HOMO energy in eV: -9.325
2S+1: 1
SMILES: N/N=C\CF
Electronic energy in eV: -7850.7958

Each line ends with the Löwdin charge.
Atoms and positions in Å:
C  -0.1312  1.0186  -0.2408  -0.13
C  1.1276  0.2965  0.2681  -0.18
H  -0.4163  -1.4332  -0.1622  0.09
H  -2.0421  -1.3620  -0.0962  0.02
H  -0.2022  2.0211  -0.4556  0.06
H  1.9929  0.9021  0.3813  0.10
H  0.7500  -0.1887  1.1731  0.11
N  -1.2595  -0.8903  0.1142  0.01
N  -1.2764  0.4078  -0.4384  -0.01
F  1.4573  -0.7720  -0.5435  -0.07

Cartesian forces, eV/Å:
C -1.3 -2.9 -0.7
C -2.6 0.0 0.3
H -1.0 0.5 0.3
H -3.4 -1.8 -1.1
H 0.5 2.2 -0.7
H 0.5 0.6 0.2
H 0.6 0.3 0.5
N 4.1 1.6 -0.2
N 2.3 -0.2 2.0
F 0.3 -0.4 -0.8